{
  "formula": "C34H72BBr2O31PSi2",
  "method": "the ωB97M-V functional and the def2-TZVPD basis",
  "multiplicity": 1,
  "homo_lumo_gap_ev": 8.4652,
  "homo_energy_ev": -8.20,
  "lumo_ev": 0.264,
  "symbols": ["C", "C", "O", "Si", "O", "Si", "O", "C", "O", "C", "C", "O", "B", "O", "O", "C", "Br", "C", "C", "Br", "P", "C", "C", "H", "H", "H", "H", "H", "H", "H", "H", "H", "H", "H", "H", "H", "H", "H", "H", "H", "H", "H", "H", "H", "H", "H", "H", "C", "O", "C", "O", "O", "C", "H", "H", "H", "H", "H", "H", "C", "O", "C", "O", "O", "C", "H", "H", "H", "H", "H", "H", "C", "O", "C", "O", "O", "C", "H", "H", "H", "H", "H", "H", "C", "O", "C", "O", "O", "C", "H", "H", "H", "H", "H", "H", "C", "O", "C", "O", "O", "C", "H", "H", "H", "H", "H", "H", "C", "O", "C", "O", "O", "C", "H", "H", "H", "H", "H", "H", "C", "O", "C", "O", "O", "C", "H", "H", "H", "H", "H", "H", "C", "O", "C", "O", "O", "C", "H", "H", "H", "H", "H", "H"],
  "positions_angstrom": [[4.926, -3.872, 1.409], [3.507, -3.720, 1.893], [2.557, -4.020, 0.865], [1.852, -2.941, -0.132], [0.308, -2.652, 0.395], [-0.421, -3.423, 1.666], [-0.254, -5.064, 1.578], [-2.264, -3.093, 1.513], [-2.560, -1.686, 1.602], [-2.510, -1.005, 0.426], [-1.758, 0.283, 0.529], [-3.049, -1.419, -0.566], [0.369, -2.617, 3.359], [0.153, -1.286, 3.566], [1.083, -3.305, 4.300], [1.723, -3.634, -1.876], [3.437, -4.356, -2.418], [0.570, -4.585, -2.110], [0.756, -5.990, -1.543], [0.162, -4.657, -4.032], [3.045, -1.054, -0.267], [2.477, -0.039, 1.162], [2.341, -0.151, -1.714], [5.191, -3.114, 0.676], [5.597, -3.784, 2.265], [5.060, -4.868, 0.990], [3.333, -2.726, 2.315], [3.334, -4.446, 2.692], [-1.074, -5.553, 1.682], [-2.822, -3.603, 2.300], [-2.638, -3.488, 0.564], [-0.868, 0.195, -0.093], [-1.474, 0.485, 1.556], [-2.380, 1.094, 0.157], [0.856, -0.885, 4.091], [1.525, -4.076, 3.931], [1.578, -2.758, -2.506], [-0.322, -4.128, -1.691], [-0.070, -6.239, -0.883], [0.815, -6.736, -2.329], [1.668, -6.046, -0.953], [1.410, -0.101, 1.373], [2.748, 0.995, 0.953], [3.028, -0.342, 2.052], [1.263, -0.260, -1.840], [2.564, 0.903, -1.557], [2.847, -0.489, -2.615], [3.521, 5.988, -2.811], [2.087, 5.959, -2.819], [1.563, 4.735, -2.799], [2.184, 3.703, -2.780], [0.238, 4.842, -2.814], [-0.443, 3.581, -2.809], [3.799, 7.037, -2.839], [3.905, 5.516, -1.909], [3.919, 5.482, -3.688], [-0.194, 3.022, -1.908], [-0.168, 2.997, -3.684], [-1.505, 3.806, -2.829], [3.371, -5.705, 6.204], [3.600, -6.632, 5.135], [4.876, -6.973, 4.963], [5.811, -6.485, 5.544], [4.942, -7.903, 4.017], [6.271, -8.343, 3.708], [2.307, -5.490, 6.173], [3.632, -6.155, 7.160], [3.938, -4.789, 6.056], [6.741, -8.779, 4.587], [6.873, -7.511, 3.348], [6.153, -9.090, 2.930], [-5.583, 5.210, -3.348], [-6.196, 3.929, -3.152], [-5.351, 2.903, -3.202], [-4.162, 2.966, -3.383], [-6.029, 1.776, -3.004], [-5.193, 0.604, -3.035], [-6.392, 5.930, -3.280], [-4.841, 5.400, -2.575], [-5.111, 5.261, -4.326], [-4.433, 0.660, -2.260], [-4.720, 0.500, -4.008], [-5.853, -0.237, -2.846], [-12.047, -1.664, -5.245], [-11.656, -0.332, -4.897], [-10.425, -0.237, -4.393], [-9.666, -1.157, -4.225], [-10.181, 1.038, -4.114], [-8.878, 1.282, -3.562], [-13.057, -1.577, -5.634], [-11.383, -2.073, -6.003], [-12.033, -2.309, -4.368], [-8.103, 0.979, -4.259], [-8.762, 0.745, -2.623], [-8.826, 2.351, -3.389], [5.570, 11.086, -6.563], [4.294, 10.585, -6.976], [3.885, 9.508, -6.309], [4.490, 8.957, -5.424], [2.696, 9.144, -6.783], [2.149, 7.985, -6.145], [5.757, 11.950, -7.192], [5.544, 11.378, -5.515], [6.342, 10.334, -6.711], [2.009, 8.165, -5.081], [2.802, 7.127, -6.288], [1.190, 7.803, -6.619], [5.450, 0.593, 3.338], [6.253, -0.147, 4.267], [6.054, -1.460, 4.229], [5.278, -2.031, 3.501], [6.845, -2.042, 5.126], [6.710, -3.469, 5.158], [5.711, 1.636, 3.484], [5.670, 0.289, 2.317], [4.392, 0.445, 3.542], [6.986, -3.891, 4.195], [5.688, -3.747, 5.396], [7.378, -3.833, 5.931], [0.408, 3.319, 2.547], [1.020, 4.472, 1.958], [2.344, 4.396, 1.848], [3.027, 3.465, 2.195], [2.785, 5.519, 1.290], [4.205, 5.574, 1.110], [-0.655, 3.535, 2.566], [0.605, 2.433, 1.946], [0.781, 3.163, 3.558], [4.538, 4.769, 0.459], [4.714, 5.500, 2.069], [4.400, 6.537, 0.651], [-4.997, -1.223, 3.715], [-6.431, -1.233, 3.730], [-6.961, -2.452, 3.769], [-6.348, -3.489, 3.794], [-8.288, -2.335, 3.775], [-8.990, -3.582, 3.809], [-4.710, -0.177, 3.678], [-4.604, -1.685, 4.619], [-4.619, -1.742, 2.840], [-8.736, -4.138, 4.710], [-8.748, -4.181, 2.934], [-10.043, -3.320, 3.810]]
}